{
  "formula": "C78H200N33O9P9",
  "method": "ωB97M-V/def2-TZVPD",
  "homo_ev": -8.1514,
  "multiplicity": 1,
  "total_charge": 0,
  "orbital_gap_ha": 0.317,
  "species": ["C", "C", "C", "C", "N", "H", "H", "H", "H", "H", "H", "H", "C", "C", "C", "C", "N", "H", "H", "H", "H", "H", "H", "H", "C", "C", "C", "C", "N", "H", "H", "H", "H", "H", "H", "H", "C", "C", "C", "C", "N", "H", "H", "H", "H", "H", "H", "H", "O", "P", "N", "C", "C", "N", "C", "C", "N", "C", "C", "H", "H", "H", "H", "H", "H", "H", "H", "H", "H", "H", "H", "H", "H", "H", "H", "H", "H", "O", "P", "N", "C", "C", "N", "C", "C", "N", "C", "C", "H", "H", "H", "H", "H", "H", "H", "H", "H", "H", "H", "H", "H", "H", "H", "H", "H", "H", "O", "P", "N", "C", "C", "N", "C", "C", "N", "C", "C", "H", "H", "H", "H", "H", "H", "H", "H", "H", "H", "H", "H", "H", "H", "H", "H", "H", "H", "O", "P", "N", "C", "C", "N", "C", "C", "N", "C", "C", "H", "H", "H", "H", "H", "H", "H", "H", "H", "H", "H", "H", "H", "H", "H", "H", "H", "H", "O", "P", "N", "C", "C", "N", "C", "C", "N", "C", "C", "H", "H", "H", "H", "H", "H", "H", "H", "H", "H", "H", "H", "H", "H", "H", "H", "H", "H", "O", "P", "N", "C", "C", "N", "C", "C", "N", "C", "C", "H", "H", "H", "H", "H", "H", "H", "H", "H", "H", "H", "H", "H", "H", "H", "H", "H", "H", "O", "P", "N", "C", "C", "N", "C", "C", "N", "C", "C", "H", "H", "H", "H", "H", "H", "H", "H", "H", "H", "H", "H", "H", "H", "H", "H", "H", "H", "O", "P", "N", "C", "C", "N", "C", "C", "N", "C", "C", "H", "H", "H", "H", "H", "H", "H", "H", "H", "H", "H", "H", "H", "H", "H", "H", "H", "H", "O", "P", "N", "C", "C", "N", "C", "C", "N", "C", "C", "H", "H", "H", "H", "H", "H", "H", "H", "H", "H", "H", "H", "H", "H", "H", "H", "H", "H", "N", "C", "C", "C", "C", "H", "H", "H", "H", "H", "N", "C", "C", "C", "C", "H", "H", "H", "H", "H"],
  "positions_angstrom": [[0.057, 0.285, 0.577], [0.795, -1.049, 0.477], [-0.046, -2.145, -0.309], [-1.466, -2.034, 0.023], [-2.568, -1.977, 0.410], [-0.873, 0.187, 1.151], [-0.295, 0.597, -0.400], [0.710, 1.040, 1.068], [1.021, -1.470, 1.432], [1.717, -0.946, -0.102], [0.244, -3.179, -0.115], [0.020, -1.940, -1.424], [-3.672, 1.422, -1.895], [-4.165, 0.777, -3.189], [-3.759, -0.701, -3.345], [-2.281, -0.840, -3.357], [-1.148, -1.012, -3.370], [-4.105, 2.443, -1.578], [-2.550, 1.581, -1.986], [-3.866, 0.707, -1.069], [-3.712, 1.208, -4.059], [-5.289, 0.758, -3.352], [-4.104, -1.127, -4.318], [-4.146, -1.277, -2.525], [-6.812, -1.842, 1.039], [-6.722, -3.193, 1.700], [-5.408, -3.331, 2.500], [-5.289, -2.701, 3.828], [-5.035, -2.108, 4.789], [-5.927, -1.673, 0.427], [-6.684, -1.023, 1.809], [-7.733, -1.721, 0.525], [-6.763, -3.971, 0.912], [-7.554, -3.408, 2.327], [-4.502, -2.917, 2.042], [-5.206, -4.347, 2.680], [6.833, -0.262, 1.438], [6.139, 0.557, 0.288], [4.634, 0.335, 0.033], [4.457, -0.939, -0.593], [4.176, -2.028, -0.962], [6.371, 0.029, 2.387], [7.914, -0.178, 1.516], [6.601, -1.281, 1.447], [6.619, 0.529, -0.675], [6.302, 1.595, 0.605], [4.285, 1.210, -0.554], [4.005, 0.366, 0.889], [-3.704, 3.866, 0.761], [-3.384, 3.367, 2.116], [-1.772, 3.074, 2.299], [-1.215, 2.520, 3.548], [-0.825, 3.983, 1.614], [-4.176, 2.009, 2.639], [-5.592, 2.228, 2.871], [-3.888, 0.910, 1.720], [-3.848, 4.471, 3.242], [-3.850, 4.192, 4.656], [-4.014, 5.816, 2.910], [-0.346, 1.883, 3.318], [-1.937, 1.871, 4.039], [-0.985, 3.291, 4.299], [-0.074, 4.480, 2.307], [-1.450, 4.834, 1.274], [-0.293, 3.545, 0.773], [-5.866, 2.754, 3.811], [-6.059, 2.796, 2.036], [-6.089, 1.305, 3.034], [-4.210, -0.016, 2.243], [-4.417, 0.962, 0.772], [-2.831, 0.869, 1.555], [-3.624, 3.164, 4.824], [-3.093, 4.820, 5.153], [-4.834, 4.397, 5.029], [-3.139, 6.456, 3.161], [-4.912, 6.133, 3.498], [-4.104, 5.920, 1.836], [2.648, 4.236, -4.458], [3.097, 2.979, -3.819], [4.396, 2.318, -4.597], [5.337, 3.108, -5.501], [4.923, 1.046, -4.059], [1.919, 1.825, -3.797], [1.813, 0.665, -2.992], [0.909, 1.793, -4.858], [3.490, 3.212, -2.173], [2.296, 3.414, -1.320], [4.804, 3.693, -1.881], [5.354, 2.727, -6.516], [6.344, 3.055, -5.096], [5.013, 4.148, -5.449], [5.736, 1.109, -3.359], [5.225, 0.455, -4.913], [4.123, 0.570, -3.606], [2.084, -0.221, -3.642], [2.427, 0.702, -2.127], [0.775, 0.531, -2.727], [1.049, 0.992, -5.595], [-0.079, 1.734, -4.415], [1.028, 2.705, -5.441], [2.248, 4.443, -1.059], [1.389, 3.042, -1.829], [2.392, 2.836, -0.392], [5.451, 3.674, -2.745], [5.233, 3.209, -1.029], [4.741, 4.768, -1.504], [6.595, -2.573, 3.947], [5.919, -3.667, 3.175], [4.632, -3.040, 2.235], [3.689, -4.091, 1.679], [4.056, -1.832, 2.758], [5.461, -4.840, 4.245], [4.915, -6.141, 3.809], [5.412, -4.740, 5.698], [6.718, -4.631, 2.033], [7.119, -3.861, 0.842], [7.695, -5.586, 2.472], [3.132, -3.621, 0.807], [2.941, -4.388, 2.394], [4.342, -4.876, 1.185], [3.761, -1.953, 3.770], [3.118, -1.520, 2.173], [4.723, -0.975, 2.687], [5.104, -6.369, 2.785], [5.434, -6.862, 4.436], [3.873, -6.246, 4.054], [5.713, -3.764, 6.035], [4.372, -5.001, 6.030], [6.050, -5.562, 6.137], [7.863, -3.114, 1.055], [7.499, -4.588, 0.123], [6.214, -3.375, 0.418], [7.176, -6.415, 2.835], [8.504, -5.197, 3.139], [8.181, -5.900, 1.557], [1.327, 10.308, 1.542], [1.332, 8.805, 1.625], [1.650, 8.286, 3.159], [1.813, 6.845, 3.318], [1.789, 9.136, 4.284], [2.410, 8.065, 0.571], [2.331, 6.731, -0.045], [3.437, 8.909, -0.039], [-0.077, 7.996, 1.332], [-0.577, 7.884, -0.090], [-1.213, 8.315, 2.171], [1.969, 6.744, 4.407], [2.793, 6.461, 2.877], [0.948, 6.264, 3.099], [2.006, 10.127, 3.880], [2.756, 8.911, 4.702], [1.015, 9.211, 5.071], [3.208, 6.132, 0.052], [1.546, 6.123, 0.446], [1.993, 6.766, -1.050], [3.311, 9.930, 0.312], [4.453, 8.651, 0.323], [3.375, 8.886, -1.097], [-0.789, 6.827, -0.403], [-1.472, 8.474, -0.162], [0.156, 8.287, -0.747], [-1.663, 9.304, 1.978], [-0.995, 8.328, 3.292], [-2.024, 7.521, 1.909], [-2.873, -4.742, 3.036], [-1.981, -5.773, 3.581], [-2.047, -5.746, 5.276], [-1.113, -6.641, 5.993], [-3.204, -5.241, 5.982], [-0.417, -5.498, 3.149], [0.013, -4.146, 3.107], [0.849, -6.389, 3.243], [-2.237, -7.365, 3.176], [-1.758, -7.879, 1.932], [-3.419, -7.962, 3.734], [-1.141, -6.547, 7.091], [-0.066, -6.451, 5.689], [-1.366, -7.750, 5.768], [-2.976, -4.462, 6.665], [-3.843, -6.043, 6.486], [-3.858, -4.785, 5.209], [0.431, -3.955, 2.120], [-0.807, -3.403, 3.157], [0.798, -3.853, 3.770], [0.612, -7.418, 3.506], [1.286, -6.325, 2.245], [1.536, -5.944, 3.972], [-1.507, -8.925, 2.074], [-2.582, -7.854, 1.202], [-0.954, -7.240, 1.459], [-4.029, -8.482, 2.986], [-3.990, -7.247, 4.297], [-3.145, -8.798, 4.378], [-4.353, 0.005, -6.143], [-3.647, -0.285, -7.381], [-4.756, 0.079, -8.565], [-4.446, 0.194, -9.990], [-6.189, 0.224, -8.237], [-3.142, -1.870, -7.676], [-4.312, -2.722, -7.835], [-2.096, -2.445, -6.777], [-2.297, 0.645, -7.682], [-2.374, 2.057, -7.260], [-1.256, 0.448, -8.667], [-4.761, 1.108, -10.404], [-4.767, -0.695, -10.446], [-3.350, 0.171, -10.195], [-6.574, -0.763, -8.026], [-6.643, 0.611, -9.124], [-6.330, 0.802, -7.390], [-4.080, -3.690, -8.287], [-4.723, -2.891, -6.814], [-4.971, -2.263, -8.501], [-2.650, -2.864, -5.889], [-1.539, -3.252, -7.258], [-1.499, -1.587, -6.419], [-3.254, 2.203, -6.681], [-1.494, 2.444, -6.801], [-2.449, 2.769, -8.106], [-0.313, 0.464, -8.170], [-1.161, 1.241, -9.405], [-1.427, -0.590, -9.063], [0.351, -6.588, -0.626], [-0.203, -6.137, -1.928], [-1.826, -5.647, -1.858], [-2.478, -4.965, -2.985], [-2.606, -5.715, -0.642], [-0.278, -7.345, -3.101], [-1.471, -8.188, -3.254], [0.929, -7.995, -3.473], [0.771, -5.031, -2.769], [0.750, -4.552, -4.151], [1.805, -4.293, -1.979], [-2.326, -3.901, -3.003], [-3.532, -5.004, -2.740], [-2.175, -5.339, -4.003], [-2.090, -6.027, 0.229], [-3.360, -6.525, -0.817], [-3.074, -4.765, -0.350], [-1.478, -8.863, -4.142], [-1.503, -8.896, -2.420], [-2.405, -7.604, -3.227], [1.000, -9.028, -3.124], [1.106, -8.035, -4.581], [1.807, -7.390, -3.136], [0.153, -3.661, -4.208], [1.722, -4.340, -4.492], [0.393, -5.302, -4.859], [1.869, -3.189, -2.091], [2.832, -4.493, -2.193], [1.616, -4.462, -0.942], [1.285, -0.492, 4.526], [0.489, -0.528, 5.761], [0.855, -1.960, 6.662], [-0.007, -2.250, 7.813], [1.964, -2.893, 6.307], [-1.138, -0.461, 5.614], [-2.092, 0.204, 6.504], [-1.642, -0.941, 4.314], [0.800, 0.657, 6.849], [0.396, 1.999, 6.603], [2.146, 0.623, 7.468], [0.631, -2.484, 8.645], [-0.731, -3.022, 7.599], [-0.513, -1.337, 8.075], [1.602, -3.857, 6.016], [2.724, -3.027, 7.060], [2.544, -2.485, 5.492], [-2.873, -0.512, 6.748], [-1.635, 0.660, 7.413], [-2.692, 1.050, 6.118], [-0.807, -1.339, 3.721], [-2.345, -1.745, 4.392], [-2.065, -0.191, 3.652], [0.415, 2.593, 7.521], [1.082, 2.558, 5.949], [-0.605, 2.137, 6.091], [2.256, 1.616, 7.945], [2.865, 0.628, 6.664], [2.209, -0.232, 8.214], [-2.764, 5.655, -5.537], [-2.675, 6.227, -4.175], [-4.003, 5.826, -3.193], [-5.207, 5.073, -3.692], [-4.125, 6.101, -1.763], [-2.535, 7.916, -4.226], [-2.426, 8.651, -2.936], [-3.413, 8.616, -5.160], [-1.362, 5.806, -3.243], [-0.080, 6.282, -3.673], [-1.303, 4.613, -2.270], [-5.090, 4.912, -4.763], [-6.107, 5.685, -3.553], [-5.367, 4.057, -3.215], [-4.296, 5.206, -1.184], [-4.940, 6.793, -1.596], [-3.208, 6.543, -1.410], [-1.993, 9.650, -3.016], [-3.419, 8.909, -2.492], [-1.862, 8.055, -2.292], [-3.138, 9.678, -5.139], [-3.219, 8.356, -6.205], [-4.507, 8.512, -4.833], [0.697, 5.571, -3.436], [-0.154, 6.253, -4.709], [0.191, 7.289, -3.249], [-0.448, 4.843, -1.595], [-1.211, 3.585, -2.693], [-2.278, 4.588, -1.739], [4.321, -7.227, -2.801], [4.971, -6.229, -2.221], [5.495, -5.407, -3.216], [5.194, -6.083, -4.473], [4.538, -7.225, -4.131], [3.803, -7.962, -2.405], [4.853, -6.076, -1.181], [5.996, -4.488, -3.180], [5.458, -5.732, -5.381], [4.148, -8.065, -4.654], [2.740, 1.520, 3.289], [4.025, 1.641, 3.697], [4.585, 2.757, 3.121], [3.550, 3.374, 2.355], [2.401, 2.634, 2.504], [2.162, 0.742, 3.646], [4.528, 0.907, 4.328], [5.602, 3.101, 3.115], [3.694, 4.282, 1.862], [1.521, 2.751, 1.927]],
  "forces_ev_per_a": [[0.12, -0.14, 0.60], [-0.79, -0.76, -1.40], [-0.12, 1.34, -1.05], [-2.16, -0.21, 1.23], [2.02, 0.00, -0.98], [0.35, -0.03, 0.21], [0.29, 0.38, -0.34], [-0.54, -0.37, -0.53], [0.23, -0.04, 0.83], [0.04, 0.03, 0.24], [0.19, 0.21, 0.02], [0.03, -0.35, 1.21], [0.49, 0.67, 0.57], [-1.23, -0.50, -0.56], [0.76, 0.05, -0.42], [-1.06, -0.26, 0.19], [0.48, 0.02, -0.06], [0.44, -1.62, -0.78], [-1.20, -0.26, 0.31], [0.30, 0.52, -0.32], [-0.14, 0.86, -0.46], [1.28, 0.43, 0.40], [0.05, 0.54, 0.78], [-0.07, -0.50, 0.45], [1.14, 1.16, 1.65], [1.25, -0.07, -0.53], [-0.10, 0.72, 0.36], [-0.16, 0.95, 0.32], [-0.38, -0.59, -0.56], [-0.18, -0.19, -0.56], [-0.57, -0.75, -0.57], [-0.64, 0.34, -0.65], [0.34, 0.23, 0.42], [-0.77, 0.01, 0.69], [-0.29, -0.25, -0.70], [0.45, -1.43, 0.07], [-1.09, 1.22, -0.31], [0.76, 0.69, 1.65], [1.27, 1.41, -0.36], [-1.94, -4.26, -1.47], [1.16, 3.48, 0.90], [0.42, 0.50, -0.06], [-0.02, 0.37, -0.24], [-0.26, -1.73, -0.58], [0.49, -0.53, -0.40], [-0.41, 0.04, -0.13], [0.03, -0.77, -0.32], [-0.31, -0.08, 1.21], [0.25, -0.11, -0.12], [-0.27, 0.92, 0.07], [1.81, -0.61, 0.43], [-0.48, -0.30, -0.26], [-0.76, 1.57, 0.76], [0.59, 0.28, -0.14], [-0.84, 1.31, 0.21], [-0.99, -1.37, 1.18], [0.35, -1.48, 0.27], [0.75, 0.67, -0.45], [-0.38, 1.79, 0.34], [-0.06, 0.39, 0.20], [-0.16, -0.08, -0.21], [0.33, 0.07, -0.42], [-0.87, -0.99, -0.46], [0.61, -0.35, -0.41], [-0.07, -0.22, -0.10], [0.81, 0.06, -0.56], [0.06, -0.49, 0.38], [-0.35, -1.21, -0.39], [0.32, 0.28, -0.49], [-0.10, 0.26, -0.05], [0.51, -0.14, -0.24], [0.14, -0.76, 0.25], [-0.29, -0.15, 0.16], [-0.58, 0.27, 0.64], [-0.45, -0.29, 0.42], [0.53, 0.57, -0.82], [-0.60, 0.08, -0.17], [0.07, -0.18, -0.32], [-0.07, 0.96, 0.47], [1.88, 0.32, -0.40], [-1.15, -0.37, 1.76], [0.17, 1.33, -1.91], [-0.67, 0.62, -0.59], [0.07, -1.54, -1.22], [0.89, 0.96, -0.52], [-1.48, -1.99, -2.01], [1.15, -1.02, 0.06], [-0.84, 2.44, 1.45], [-0.25, -0.09, -0.12], [0.21, -0.08, 0.10], [-0.03, -0.09, -0.36], [0.57, 0.45, 0.38], [0.26, -0.39, -0.11], [-1.30, -1.20, 0.96], [-0.19, 0.39, 0.95], [0.61, -0.01, 0.84], [-0.37, -0.19, 0.38], [0.06, -0.36, 0.43], [-0.28, -0.06, -0.03], [-0.36, 0.20, 0.12], [-0.50, 0.97, 0.17], [0.53, 0.51, 0.12], [0.07, 0.05, 0.01], [0.12, -0.16, -0.14], [0.57, -0.82, 0.42], [0.16, -0.80, -0.74], [-0.44, -0.81, -1.06], [0.03, 0.58, 0.38], [0.60, -2.00, -0.12], [1.23, 1.83, -2.03], [-1.62, 0.98, -1.37], [-0.83, -0.97, -0.27], [0.92, 0.56, 1.32], [-0.41, -1.36, -0.11], [-0.71, 2.17, 0.06], [-1.20, -0.59, -0.41], [1.41, 1.05, -0.59], [0.61, -0.34, 1.00], [-0.04, -0.66, 0.42], [-1.08, 0.56, 1.05], [-0.46, 0.14, 1.15], [1.22, -0.71, 0.64], [0.11, -0.31, 0.11], [-0.01, 0.06, -0.68], [0.07, -0.53, -0.09], [-0.70, 0.13, -0.08], [0.14, 0.27, 0.14], [0.64, 0.52, -0.06], [-0.32, 0.95, -0.27], [0.50, 0.35, 0.06], [0.08, 0.20, -0.17], [0.71, -0.24, 0.16], [-0.28, -1.39, 1.13], [-0.76, -0.29, -0.18], [0.35, -0.34, -0.09], [0.16, -1.73, 0.00], [0.41, 1.37, -0.16], [-0.84, -1.13, -1.10], [2.28, 0.62, 1.87], [1.31, 1.49, -0.01], [0.11, -0.12, -0.50], [-1.89, 0.21, 1.91], [0.54, 0.29, 1.90], [-1.07, -0.33, -1.69], [0.43, -0.88, 1.27], [-1.57, -1.06, 1.19], [-0.04, -0.38, -0.32], [-1.47, 0.32, 0.09], [-0.56, -0.44, -0.70], [-0.62, 0.21, 0.16], [0.31, -0.33, 0.99], [0.01, -0.46, -0.57], [1.11, -0.03, 0.02], [0.26, 0.40, 0.11], [0.08, 0.27, -1.32], [-0.27, 0.12, -0.19], [-0.38, -0.31, -0.45], [0.06, -0.09, -1.11], [0.11, 0.77, 0.50], [-0.43, 0.23, -0.24], [0.56, 0.32, -0.69], [0.25, -0.18, -0.25], [-0.05, -0.44, -1.49], [1.30, 1.39, 0.81], [-0.54, 0.26, -0.23], [0.68, -0.41, 1.38], [0.69, -0.54, 0.12], [-0.40, -1.31, -0.49], [-1.77, -1.14, -1.23], [1.90, -1.83, 0.79], [-0.82, 1.95, -1.76], [-2.02, 1.02, -0.43], [0.60, 1.45, 0.52], [-0.14, 0.36, -1.45], [0.17, -1.42, -0.09], [-0.31, 0.35, -0.48], [-0.56, -0.12, 0.06], [0.51, 1.54, 0.32], [0.39, 0.62, 0.90], [0.96, 0.78, -0.42], [0.31, -0.15, 0.57], [0.31, 0.07, -0.44], [0.23, -0.73, 0.32], [0.43, -0.10, 1.08], [-0.08, 0.12, -0.07], [0.21, -0.26, 0.04], [-0.17, -0.12, 0.00], [0.59, -0.18, -0.22], [0.08, -0.20, -0.05], [-0.59, -1.07, 0.84], [-0.14, 0.68, -0.27], [-0.45, 0.20, 0.17], [0.10, 0.00, 0.51], [-0.17, 0.00, 1.86], [0.53, 0.60, -2.67], [0.18, 0.69, -0.30], [2.41, -0.71, 1.68], [1.64, -1.73, -1.30], [0.70, 0.27, -0.09], [1.16, -1.14, 1.51], [-1.72, 0.83, 0.68], [-0.02, 1.15, 0.50], [-0.51, 0.07, -1.38], [-0.57, -2.06, 0.17], [-0.96, 0.96, -0.63], [-1.05, -0.94, -1.38], [-0.54, 0.11, 0.59], [-0.64, -0.39, 0.02], [-0.63, 0.40, -0.30], [-0.30, 1.37, 1.47], [0.38, 0.00, 0.19], [-0.39, -0.11, -0.71], [-1.37, 0.74, -0.71], [0.74, 0.18, -0.52], [0.07, 0.33, -0.04], [0.22, -0.76, -0.19], [-0.43, 0.24, 0.82], [0.80, -0.31, 1.04], [-0.34, -0.63, -0.22], [1.00, -0.19, 0.50], [-0.69, -0.04, -0.41], [0.52, 1.14, -0.22], [-0.25, 0.74, -0.16], [-0.53, -0.02, -1.68], [1.99, 0.43, -0.25], [0.34, -0.33, 0.07], [-1.45, -0.61, -0.58], [-1.43, 0.20, -0.46], [-0.22, -0.50, 0.49], [1.97, 0.47, -1.15], [1.30, 0.57, 1.39], [-1.40, -1.22, 0.41], [-0.73, 0.85, -0.12], [0.70, 0.78, 0.13], [-0.50, -0.60, -0.70], [-0.55, -0.05, 1.12], [1.09, -0.17, 0.39], [-0.06, 0.80, 0.36], [-0.05, -0.12, -0.40], [0.39, 0.98, 0.20], [-0.22, -0.06, 0.18], [0.50, -0.18, -0.13], [0.03, 0.00, 0.34], [-0.55, -0.01, 0.59], [-0.74, -0.61, 0.08], [-0.37, 0.58, -0.29], [1.48, 0.37, -0.08], [-0.40, -0.10, 0.24], [-1.05, -0.35, -0.34], [0.65, -1.19, -0.44], [0.13, -0.32, 0.73], [0.31, -0.24, -0.99], [0.22, -2.01, 2.30], [0.52, 0.75, -1.29], [0.96, 0.49, -0.92], [-0.72, 1.43, 0.02], [-0.66, 0.94, -1.17], [-0.45, 0.23, 0.67], [0.74, -0.25, -0.49], [0.37, -0.12, 1.01], [-0.95, 1.99, -1.21], [-0.96, 0.11, 0.77], [0.15, -0.50, 0.59], [-0.23, -0.42, 0.06], [-0.41, 0.26, 0.15], [-0.40, -0.74, -0.18], [-0.05, 0.04, 0.97], [-0.24, 0.24, -0.52], [0.05, -0.24, 0.45], [-0.10, -0.98, -0.63], [0.61, -0.17, -0.82], [-0.05, 0.10, 0.37], [-0.61, -0.44, 0.42], [-0.24, 0.47, 0.37], [-0.37, -0.26, 0.17], [0.21, -0.27, -0.19], [1.08, -0.56, 0.86], [0.11, -0.78, 0.24], [0.76, -0.52, -0.02], [0.27, 1.14, -1.10], [-0.27, 0.28, 0.37], [-0.72, -0.31, 0.92], [-0.83, -1.18, -0.57], [0.93, -0.03, -0.14], [0.41, 0.28, -0.75], [0.12, 0.44, 0.53], [-1.64, 0.65, -1.31], [-0.57, 0.38, 0.29], [-0.67, -1.82, 2.01], [0.46, 0.60, 1.13], [-1.07, 1.33, -0.51], [0.05, -0.02, 0.04], [0.11, -0.12, 0.17], [0.42, 1.17, -0.19], [-0.12, -0.45, 0.16], [-0.32, 0.30, 0.19], [0.26, 0.25, 0.27], [0.52, -0.22, -0.57], [0.31, -0.71, -0.17], [0.81, -0.71, 1.18], [-0.23, -0.08, 0.30], [-0.39, -0.60, 0.31], [1.23, 0.14, -0.77], [0.30, -0.21, 0.24], [0.67, 0.76, -2.10], [-0.25, -0.76, -0.55], [-0.72, -0.36, -0.30], [0.35, 0.86, -0.33], [0.91, -0.02, 0.08], [0.43, -1.11, -0.90], [0.45, 2.50, 0.08], [-1.05, -2.32, -0.91], [-0.11, -0.24, 3.86], [-0.66, 0.04, -0.75], [-0.36, -0.65, 1.03], [0.17, 0.25, 0.77], [0.54, 0.96, 0.54], [0.78, 0.79, -2.83], [-0.14, -0.18, -0.79], [-0.64, 0.57, -0.16], [1.14, -0.06, -0.11], [-0.70, 0.12, -0.48], [0.29, -1.15, 1.28], [1.55, -0.97, 0.28], [-0.22, 0.50, -0.27], [-0.47, 0.11, -0.18], [0.19, -0.08, 0.41], [-0.14, 1.18, -0.97], [-0.83, -0.16, 0.16]],
  "mulliken_charge": [0.38, 2.02, 2.08, -0.86, -0.33, -0.49, 0.45, -0.53, -0.81, -0.80, -0.77, -0.30, 1.41, -0.88, -0.19, -0.08, -0.11, 0.29, -0.61, -0.86, 0.12, 0.33, 0.19, 0.41, -0.57, -0.84, 0.90, 0.18, -0.72, 0.02, -0.03, 0.50, 0.40, 0.34, -0.32, 0.23, -0.80, -1.15, 4.85, -0.32, -0.43, 0.11, 0.63, -0.41, 0.55, 0.49, -2.17, -1.31, -0.57, -1.03, 2.11, -0.43, -0.23, 0.85, -0.99, -0.46, 0.91, -1.40, -0.91, 0.05, -0.32, 0.28, -0.26, 0.22, -0.70, 0.17, 0.35, 0.30, -0.28, 0.88, -0.40, 0.39, 0.32, 0.40, 0.08, 0.37, 0.13, -1.00, 0.46, 0.24, -1.10, -0.69, 0.78, 0.42, -1.47, 0.82, 0.57, -0.80, 0.30, 0.38, 0.34, 0.33, 0.43, 0.01, 0.15, -0.53, -0.36, 0.35, 0.20, 0.49, 0.11, -0.48, -0.30, 0.34, 0.10, 0.17, -0.98, 0.24, 1.22, -0.21, 0.01, 0.64, -1.40, -1.06, 0.42, -0.96, -1.14, -0.24, 0.34, -0.16, 0.60, -0.47, -1.05, 0.44, 0.53, 0.12, 0.31, 0.24, 0.32, 0.22, 0.59, 0.08, 0.41, 0.23, 0.45, -0.91, 0.52, 0.33, -0.53, -1.21, 0.48, -1.64, -1.30, 0.82, -2.32, -0.79, 0.63, 0.04, -0.19, 0.40, 0.48, 0.26, 0.73, -0.02, 0.67, 0.43, 0.30, 0.33, 0.30, 0.87, 0.65, 0.32, 0.29, -0.01, 0.03, -0.71, 0.88, -0.86, -0.79, 1.21, 0.14, -1.09, 0.50, -0.83, -1.21, 0.40, 0.07, 0.18, 0.18, 0.28, 0.04, -0.39, -0.51, 0.16, 0.51, 0.18, 0.04, 0.39, 0.28, 0.00, 0.36, 0.35, 0.34, -1.02, 1.06, 0.16, -1.09, -1.08, -0.07, -0.98, -0.59, 0.96, -1.32, -1.22, 0.37, 0.41, 0.25, 0.31, 0.44, 0.23, 0.33, 0.29, 0.32, 0.10, 0.36, 0.15, 0.36, 0.16, 0.25, 0.18, 0.31, 0.44, -1.05, -0.14, 1.35, -1.35, -0.54, 0.55, -1.05, -0.76, 1.36, -1.46, -0.93, 0.05, 0.61, 0.30, -0.78, 0.29, 0.46, 0.36, 0.32, 0.25, 0.48, 0.35, -0.19, 0.23, 0.49, 0.31, 0.02, 0.33, -0.17, -0.50, -1.10, 1.30, -0.90, -0.22, 1.12, -1.01, 0.30, 0.20, -0.87, -0.95, 0.42, -0.06, 0.36, 0.04, 0.35, -0.62, 0.46, 0.32, 0.07, -0.99, 0.51, -0.39, 0.46, 0.33, 0.03, 0.48, 0.26, 0.18, -0.91, 0.25, 0.66, -0.90, -1.11, 0.24, -0.46, -1.02, 0.79, -1.31, 0.98, 0.30, 0.30, 0.09, 0.47, 0.53, -0.09, 0.44, 0.34, -0.49, 0.40, 0.25, 0.31, 0.38, 0.59, 0.06, -0.38, -0.08, -0.64, 0.13, -0.90, -0.27, -1.01, -0.59, 0.31, 0.71, 0.60, 0.59, 0.47, 2.17, -0.25, -2.19, -0.18, -0.55, -0.42, 0.55, 0.52, 1.10, -0.17]
}